(1)
# C29H28BrCl3N8O4S2Zr

A molecular structure, C29H28BrCl3N8O4S2Zr (the ωB97M-V functional and the def2-TZVPD basis, OMol25).

The HOMO-LUMO gap comes out at 6.369 eV. The strongest force on any atom comes out at 1.48 eV/Å. Its relative energy (zero: lowest compared OMol25 entry of this formula, charge and spin) is 0.560 eV. Its LUMO energy is -1.23 eV. The electronic energy comes out at -6659.17690 hartree.

```
! RIJCOSX wB97M-V def2-TZVPD def2/J DEFGRID3
* xyz 0 1
Zr -0.31 0.76 -0.79
S -0.66 3.33 -0.32
C 0.92 3.61 -0.97
S 1.71 2.23 -1.63
C 1.49 4.86 -0.97
C 0.79 5.99 -0.42
N 0.23 6.89 0.02
C 2.81 5.07 -1.50
N 3.87 5.23 -1.92
Br -3.33 -6.45 0.24
C -3.02 -4.66 -0.27
C -2.35 -3.81 0.60
C -2.10 -2.50 0.21
C -2.53 -2.04 -1.03
C -3.19 -2.90 -1.89
C -3.44 -4.22 -1.51
N -2.23 -0.70 -1.45
C -3.14 -0.05 -2.05
C -2.85 1.22 -2.72
C -3.82 1.83 -3.50
C -3.46 2.94 -4.25
C -2.15 3.36 -4.22
C -1.25 2.71 -3.38
N -1.60 1.68 -2.63
H -2.02 -4.16 1.56
H -1.58 -1.84 0.90
H -3.46 -2.57 -2.89
H -3.94 -4.89 -2.19
H -4.15 -0.46 -2.15
H -4.83 1.44 -3.51
H -4.19 3.45 -4.86
H -1.81 4.20 -4.81
H -0.22 3.03 -3.30
Cl -3.97 1.87 3.04
C -3.41 0.41 2.23
Cl -2.56 -0.62 3.39
Cl -4.79 -0.49 1.55
C -2.51 0.84 1.03
O -2.98 1.57 0.19
O -1.32 0.36 0.99
C 2.67 -1.40 3.39
C 3.44 -0.54 2.39
N 3.08 0.87 2.47
C 3.93 1.73 3.30
C 3.59 1.72 4.79
C 2.00 1.37 1.81
C 1.63 2.79 2.10
N 1.30 0.67 0.97
H 2.98 -2.44 3.30
H 1.60 -1.35 3.20
H 2.86 -1.07 4.41
H 3.29 -0.90 1.37
H 4.51 -0.61 2.58
H 3.90 2.74 2.92
H 4.96 1.39 3.16
H 2.53 1.92 4.95
H 4.17 2.48 5.31
H 3.83 0.75 5.25
H 2.31 3.47 1.57
H 1.69 3.00 3.16
H 0.63 2.99 1.75
H 1.63 -0.29 0.91
C 1.46 -4.99 -0.42
N 1.19 -3.70 -1.06
C 1.13 -3.62 -2.42
C 0.85 -2.47 -3.07
C 0.59 -1.34 -2.24
O 0.24 -0.20 -2.67
N 0.65 -1.42 -0.90
C 0.96 -2.58 -0.25
O 1.05 -2.67 0.97
H 2.28 -5.49 -0.93
H 0.57 -5.62 -0.45
H 1.73 -4.81 0.61
H 1.32 -4.54 -2.94
H 0.80 -2.40 -4.14
*
```

Let us look at the Mulliken charges, expressed in e, one per atom: 0.095 -0.565 1.195 -0.460 0.413 -0.060 -0.556 -0.176 -0.558 -0.167 -0.035 -1.003 0.157 -0.530 -0.482 -0.777 0.755 -0.501 0.404 -1.153 -0.386 -1.061 -0.307 0.703 0.496 0.606 0.612 0.452 0.670 0.486 0.437 0.441 0.607 -0.132 0.948 -0.141 -0.143 -0.285 -0.393 0.011 -0.745 -0.994 0.413 -0.884 -1.079 0.960 -1.747 0.525 0.380 0.042 0.337 0.615 0.393 0.434 0.427 0.252 0.387 0.331 0.322 0.480 0.197 -1.089 -1.036 0.288 -0.091 -1.411 1.242 -0.477 0.344 0.129 -0.558 0.396 0.312 0.291 0.463 0.536


(2)
# C29H28BrCl52FNO4

18 unconnected molecules or ions with the total composition C29H28BrCl52FNO4 (the ωB97M-V functional and the def2-TZVPD basis, OMol25).

The HOMO-LUMO gap comes out at 6.816 eV. The strongest force on any atom comes out at 1.29 eV/Å. Its LUMO energy is 1.34 eV. The electronic energy comes out at -28081.36760 hartree.

```
! RIJCOSX wB97M-V def2-TZVPD def2/J DEFGRID3
* xyz -1 1
C 1.11 -5.04 -0.43
C -0.01 -4.29 0.31
Cl -1.11 -5.51 1.06
C -0.84 -3.44 -0.66
N -1.69 -2.47 0.04
O -1.17 -1.14 -0.12
C 0.00 -0.89 0.53
O 0.09 -0.73 1.72
C 1.19 -0.76 -0.38
C 2.23 -1.63 -0.13
C 3.35 -1.59 -0.95
C 3.37 -0.71 -2.02
C 2.31 0.15 -2.27
C 1.20 0.15 -1.44
C -3.04 -2.36 -0.56
F -3.63 -1.36 0.16
Br -4.08 -3.96 -0.23
C -2.97 -1.96 -2.08
O -2.88 -2.89 -2.90
O -2.95 -0.74 -2.29
H 0.96 -5.07 -1.51
H 2.09 -4.64 -0.18
H 1.11 -6.07 -0.09
H 0.40 -3.70 1.12
H -0.17 -2.96 -1.37
H -1.44 -4.13 -1.26
H 2.12 -2.30 0.70
H 4.17 -2.27 -0.74
H 4.22 -0.71 -2.69
H 2.30 0.83 -3.11
H 0.37 0.81 -1.62
C 0.79 -2.04 -5.58
Cl -0.87 -1.94 -5.02
Cl 1.89 -1.62 -4.25
Cl 1.15 -3.66 -6.20
H 0.94 -1.34 -6.39
C 4.91 -2.47 3.02
Cl 6.24 -2.81 1.91
Cl 4.31 -0.84 2.80
Cl 3.61 -3.65 2.82
H 5.28 -2.56 4.03
C -0.43 3.09 1.96
Cl -1.14 4.64 1.49
Cl -0.06 2.11 0.55
Cl 1.02 3.33 2.94
H -1.15 2.55 2.56
C 3.83 5.35 4.73
Cl 3.74 3.63 5.08
Cl 2.55 6.23 5.55
Cl 5.42 5.99 5.17
H 3.71 5.48 3.66
C -3.60 1.20 3.76
Cl -4.16 2.87 3.67
Cl -3.38 0.53 2.15
Cl -2.10 1.10 4.70
H -4.35 0.62 4.28
C 1.67 -2.42 -10.06
Cl 0.34 -1.75 -9.10
Cl 2.32 -1.19 -11.15
Cl 2.95 -3.08 -9.04
H 1.27 -3.22 -10.66
C 7.15 7.07 1.84
Cl 8.41 6.62 0.69
Cl 6.58 8.71 1.53
Cl 5.82 5.93 1.78
H 7.57 7.05 2.84
C -3.35 -7.58 3.64
Cl -2.81 -9.16 4.21
Cl -3.54 -7.57 1.89
Cl -4.86 -7.11 4.43
H -2.60 -6.85 3.90
C 4.47 -6.94 -7.96
Cl 5.51 -5.60 -8.47
Cl 5.19 -7.81 -6.61
Cl 2.86 -6.37 -7.56
H 4.38 -7.63 -8.79
C 7.67 4.71 -2.65
Cl 6.10 5.07 -3.37
Cl 7.69 3.08 -1.98
Cl 8.96 4.90 -3.85
H 7.85 5.41 -1.85
C 1.27 -1.94 5.31
Cl 1.17 -3.69 5.53
Cl -0.10 -1.14 6.08
Cl 2.80 -1.31 5.96
H 1.24 -1.72 4.25
C -7.13 4.44 5.97
Cl -7.38 2.69 5.90
Cl -8.30 5.20 7.04
Cl -5.48 4.81 6.47
H -7.28 4.84 4.98
C -6.83 3.88 0.54
Cl -6.82 5.25 -0.57
Cl -7.09 4.42 2.20
Cl -8.05 2.70 0.07
H -5.86 3.40 0.49
C -10.44 6.56 3.81
Cl -10.66 4.81 3.76
Cl -11.65 7.31 4.85
Cl -8.81 6.96 4.34
H -10.58 6.94 2.81
C -0.95 -10.62 0.73
Cl -0.24 -11.00 2.30
Cl -0.65 -8.94 0.28
Cl -0.35 -11.73 -0.51
H -2.03 -10.75 0.81
C 12.86 5.17 -5.49
Cl 11.18 4.88 -5.93
Cl 13.16 4.68 -3.82
Cl 13.96 4.33 -6.59
H 13.05 6.23 -5.57
C -13.33 6.87 0.79
Cl -13.54 6.01 2.32
Cl -14.09 8.46 0.86
Cl -11.62 7.02 0.37
H -13.81 6.29 0.02
*
```

These are the Mulliken partial charges, in e, on atoms 1 to 99: -1.247 0.735 -0.073 -1.602 0.270 -0.026 -0.837 -0.494 1.087 0.531 -0.979 -0.617 -1.461 0.135 0.375 -0.230 -0.140 0.641 -0.719 -0.726 0.342 0.192 0.433 0.076 0.003 0.898 0.476 0.445 0.530 0.476 0.602 -0.007 -0.056 -0.106 -0.079 0.196 -0.158 -0.139 -0.050 -0.052 0.378 0.913 -0.162 -0.051 -0.052 -0.708 0.221 -0.092 -0.124 -0.150 0.131 -0.309 -0.032 0.073 -0.080 0.412 0.017 -0.094 -0.141 -0.054 0.284 0.064 -0.125 -0.129 -0.082 0.270 0.162 -0.128 -0.092 -0.141 0.197 0.038 -0.130 -0.130 -0.066 0.288 0.431 -0.129 -0.110 -0.074 -0.109 0.771 -0.131 -0.129 -0.145 -0.371 0.872 -0.122 -0.126 -0.124 -0.546 0.054 -0.136 -0.001 -0.126 0.218 0.372 -0.071 -0.120


(3)
# C29H28CoN7O4PS

A molecular structure, C29H28CoN7O4PS (the ωB97M-V functional and the def2-TZVPD basis, OMol25).

The HOMO-LUMO gap (spin up / spin down) comes out at 5.921 / 6.178 eV. The strongest force on any atom comes out at 0.84 eV/Å. Its relative energy (zero: lowest compared OMol25 entry of this formula, charge and spin) is 4.494 eV. Its LUMO energy (spin up / spin down) is -0.20 / -0.15 eV. The electronic energy comes out at -3928.46996 hartree.

```
! RIJCOSX wB97M-V def2-TZVPD def2/J DEFGRID3
* xyz 0 4
Co 1.14 0.06 -0.42
O 3.17 -2.78 -1.45
C 1.93 -2.53 -0.63
N 2.14 -1.52 0.33
C 2.22 -1.65 1.68
C 2.50 -2.81 2.42
C 2.52 -2.78 3.80
C 2.28 -1.61 4.51
C 2.03 -0.44 3.81
C 2.00 -0.45 2.42
N 1.82 0.66 1.59
C 1.52 1.86 1.85
O 1.23 2.38 3.06
C 1.61 2.79 0.68
C 1.62 4.17 0.83
C 1.83 4.96 -0.29
C 2.03 4.34 -1.52
C 1.98 2.96 -1.58
N 1.76 2.20 -0.51
C -0.51 -2.34 -0.92
C -1.48 -2.95 -1.77
C -2.65 -3.44 -1.23
C -2.87 -3.35 0.14
C -1.86 -2.76 0.90
N -0.74 -2.26 0.40
H 2.72 -3.73 1.90
H 2.74 -3.70 4.34
H 2.32 -1.60 5.59
H 1.87 0.49 4.33
H 1.50 4.61 1.81
H 1.85 6.03 -0.21
H 2.22 4.92 -2.42
H 2.11 2.44 -2.52
H -1.25 -3.08 -2.82
H -3.39 -3.92 -1.87
H -3.76 -3.74 0.61
H -1.96 -2.69 1.98
S 1.65 -2.44 -4.08
C 2.96 -4.11 -1.19
C 1.90 -4.04 -0.39
C 0.78 -1.94 -1.48
C 0.82 -1.68 -2.87
C -0.01 -0.47 -3.25
C -0.66 -0.36 -4.47
C -1.39 0.79 -4.74
C -1.44 1.79 -3.78
C -0.74 1.62 -2.60
N -0.04 0.51 -2.34
H 3.59 -4.87 -1.63
H 1.24 -4.72 0.11
H -0.58 -1.18 -5.17
H -1.92 0.89 -5.68
H -1.99 2.71 -3.95
H -0.75 2.38 -1.82
N -2.76 -0.11 -0.73
C -3.32 0.61 0.46
P -2.02 1.89 0.83
O -2.40 3.18 0.19
O -0.76 1.17 0.41
C -2.05 2.10 2.65
N -1.36 3.36 2.95
H -3.04 -1.09 -0.79
H -1.73 -0.05 -0.61
H -2.98 0.37 -1.60
H -3.42 -0.12 1.26
H -4.28 1.05 0.22
H -1.53 1.26 3.12
H -3.10 2.10 2.98
H 0.39 2.92 2.99
H -1.60 3.68 3.88
H -1.66 4.07 2.29
*
```

Let us look at the Mulliken charges, expressed in e, one per atom: 0.751 -0.534 1.083 -0.724 0.963 -0.801 -0.706 -0.759 -0.569 0.186 0.186 0.290 -0.703 0.392 -0.542 -0.537 -0.819 -0.384 0.118 1.365 -0.314 -0.985 -0.658 -0.605 0.014 0.443 0.392 0.390 0.417 0.516 0.432 0.449 0.546 0.582 0.435 0.420 0.507 -0.302 -1.005 -1.019 -0.145 -0.674 0.625 -0.690 -0.813 -0.930 -0.576 0.582 0.462 0.632 0.530 0.420 0.523 0.424 0.248 -0.866 0.961 -0.979 -0.074 -0.698 -0.583 0.442 -0.626 0.456 0.326 0.481 0.231 0.534 0.380 0.235 0.249


(4)
# C29H29CeF3N6O3S5

A molecular structure, C29H29CeF3N6O3S5 (the ωB97M-V functional and the def2-TZVPD basis, OMol25).

The HOMO-LUMO gap (spin up / spin down) comes out at 7.019 / 7.022 eV. The strongest force on any atom comes out at 6.78 eV/Å. Its relative energy (zero: lowest compared OMol25 entry of this formula, charge and spin) is 1.245 eV. Its LUMO energy (spin up / spin down) is -2.90 / -2.89 eV. The electronic energy comes out at -4442.28978 hartree.

```
! RIJCOSX wB97M-V def2-TZVPD def2/J DEFGRID3
* xyz 1 2
Ce -0.18 0.29 -0.01
C -2.55 0.60 4.17
C -1.26 -0.16 4.43
S -0.79 -1.34 3.12
C -2.24 -2.44 3.11
C -3.45 -2.07 2.23
S -3.04 -1.24 0.65
C -4.12 0.23 0.64
C -4.16 1.08 1.90
S -2.52 1.52 2.59
H -2.71 1.32 4.97
H -3.39 -0.09 4.15
H -1.33 -0.71 5.36
H -0.41 0.52 4.49
H -2.57 -2.57 4.14
H -1.83 -3.39 2.77
H -4.14 -1.42 2.75
H -3.98 -2.98 1.97
H -5.13 -0.08 0.38
H -3.71 0.81 -0.19
H -4.73 0.61 2.70
H -4.66 2.02 1.66
N 4.09 -2.31 -0.39
C 5.17 -1.50 0.05
C 6.31 -2.09 0.55
C 7.36 -1.30 1.00
C 7.25 0.08 0.98
C 6.09 0.67 0.49
C 5.07 -0.12 0.01
S 3.60 0.61 -0.68
N 2.46 -0.62 -0.49
C 2.80 -1.85 -0.43
C 1.73 -2.87 -0.46
C 1.98 -4.14 -0.98
C 0.97 -5.09 -0.97
C -0.25 -4.74 -0.43
C -0.42 -3.45 0.03
N 0.53 -2.51 0.01
H 4.21 -3.29 -0.21
H 6.39 -3.17 0.58
H 8.26 -1.77 1.37
H 8.06 0.70 1.34
H 5.99 1.75 0.48
H 2.94 -4.37 -1.41
H 1.14 -6.07 -1.38
H -1.07 -5.45 -0.38
H -1.38 -3.14 0.42
N 5.47 4.00 4.10
C 4.58 3.45 3.62
C 3.48 2.79 2.99
C 2.98 3.28 1.78
C 1.96 2.60 1.14
C 1.34 1.44 1.65
C 1.87 1.01 2.88
C 2.91 1.64 3.54
H 3.42 4.17 1.34
H 1.65 2.99 0.17
H 1.48 0.10 3.34
H 3.30 1.25 4.47
N -0.94 5.14 0.66
C -1.13 5.10 -0.70
C -1.13 3.78 -1.03
N -0.94 3.02 0.11
C -0.83 3.88 1.10
H -0.89 5.98 1.22
H -1.24 5.98 -1.31
H -1.26 3.36 -2.00
H -0.66 3.62 2.13
F -0.99 -1.73 -2.12
C -1.14 -0.96 -3.25
F -2.33 -1.18 -3.76
F -0.21 -1.31 -4.11
S -0.95 0.76 -2.58
O -1.30 1.69 -3.58
O -1.85 0.65 -1.42
O 0.43 0.74 -2.10
*
```

Let us look at the Mulliken charges, expressed in e, one per atom: 0.161 -0.999 -0.840 0.251 -1.093 -1.095 0.159 -0.524 -1.187 0.328 0.600 0.369 0.573 0.315 0.618 0.555 0.495 0.560 0.650 0.143 0.493 0.592 -0.043 0.087 -0.650 -0.630 -0.779 -0.651 0.797 -0.148 0.064 0.098 0.691 -0.940 -0.679 -1.273 -0.157 0.422 0.242 0.381 0.394 0.407 0.437 0.639 0.456 0.481 0.420 -0.536 -0.272 0.404 -0.934 0.017 0.882 -0.368 -0.989 0.499 0.401 0.439 0.488 -0.028 -0.869 -0.284 0.311 -0.698 0.225 0.427 0.398 0.499 -0.102 0.732 -0.210 -0.215 0.751 -0.593 -0.221 -0.346


(5)
# C29H29ClF3N2O2PSiV

A molecular structure, C29H29ClF3N2O2PSiV (the ωB97M-V functional and the def2-TZVPD basis, OMol25).

The HOMO-LUMO gap comes out at 6.299 eV. The strongest force on any atom comes out at 0.57 eV/Å. Its relative energy (zero: lowest compared OMol25 entry of this formula, charge and spin) is 0.000 eV. Its LUMO energy is -11.68 eV. The electronic energy comes out at -3716.19709 hartree.

```
! RIJCOSX wB97M-V def2-TZVPD def2/J DEFGRID3
* xyz 3 1
V 0.09 -1.03 -0.93
Cl 2.40 -0.95 -1.47
C 3.14 0.44 -0.66
C 4.51 0.49 -0.60
C 5.09 1.61 -0.01
C 4.30 2.63 0.50
C 2.91 2.54 0.43
C 2.31 1.43 -0.15
P 0.53 1.35 -0.38
C -0.31 1.89 1.08
C 0.33 1.81 2.32
C -0.35 2.21 3.46
C -1.65 2.67 3.37
C -2.30 2.74 2.14
C -1.63 2.34 0.99
C 0.03 2.20 -1.86
C 0.21 1.57 -3.10
C -0.12 2.23 -4.27
C -0.62 3.52 -4.20
C -0.79 4.16 -2.98
C -0.47 3.51 -1.80
H 5.13 -0.30 -1.02
H 6.17 1.68 0.05
H 4.76 3.50 0.95
H 2.30 3.35 0.83
H 1.35 1.46 2.39
H 0.15 2.17 4.42
H -2.17 2.99 4.26
H -3.31 3.12 2.07
H -2.13 2.41 0.03
H 0.63 0.57 -3.17
H 0.02 1.74 -5.22
H -0.88 4.04 -5.12
H -1.16 5.18 -2.94
H -0.58 4.01 -0.85
C -3.25 0.35 -2.00
C -2.98 -0.34 -0.71
C -3.98 -0.80 0.13
C -3.67 -1.51 1.29
C -2.35 -1.80 1.62
C -1.39 -1.29 0.79
N -1.71 -0.55 -0.31
N 0.02 -1.52 0.75
Si 0.93 -2.66 2.00
C 0.83 -1.68 3.55
C 2.64 -2.81 1.34
C -0.04 -4.23 1.94
H -3.48 -0.40 -2.75
H -2.39 0.93 -2.34
H -4.12 1.00 -1.91
H -5.01 -0.62 -0.13
H -4.47 -1.87 1.92
H -2.10 -2.40 2.49
H 1.51 -0.82 3.53
H 1.15 -2.33 4.37
H -0.17 -1.33 3.78
H 3.15 -1.85 1.23
H 2.69 -3.37 0.40
H 3.21 -3.39 2.07
H -0.65 -4.35 2.84
H 0.65 -5.07 1.90
H -0.70 -4.30 1.07
F 0.93 -4.16 -1.61
C 0.05 -4.27 -2.65
F 0.71 -4.05 -3.76
F -0.50 -5.44 -2.64
C -0.98 -3.15 -2.36
O -2.09 -3.30 -1.98
O -0.37 -1.91 -2.42
*
```

Let us look at the Mulliken charges, expressed in e, one per atom: 0.381 -0.089 0.931 -0.768 -0.606 -0.907 -0.213 -0.244 1.470 1.017 -0.714 -0.908 -0.696 -0.988 -0.722 0.985 -0.073 -0.898 -0.611 -0.893 -0.480 0.557 0.473 0.484 0.552 0.598 0.526 0.484 0.541 0.577 0.265 0.497 0.465 0.484 0.512 -1.263 0.118 -0.807 -0.935 -0.567 0.544 1.027 0.566 -0.010 -1.010 -0.881 -1.134 0.394 0.000 0.518 0.648 0.540 0.535 0.299 0.454 0.339 0.223 0.302 0.445 0.412 0.466 0.365 -0.202 0.766 -0.211 -0.195 0.225 -0.410 -0.552


(6)
# C29H29CoN3O5S

A molecular structure, C29H29CoN3O5S (the ωB97M-V functional and the def2-TZVPD basis, OMol25).

The HOMO-LUMO gap comes out at 8.560 eV. The strongest force on any atom comes out at 0.15 eV/Å. Its relative energy (zero: lowest compared OMol25 entry of this formula, charge and spin) is 0.000 eV. Its LUMO energy is -2.63 eV. The electronic energy comes out at -3443.70481 hartree.

```
! RIJCOSX wB97M-V def2-TZVPD def2/J DEFGRID3
* xyz 1 1
Co 0.12 0.80 0.89
C 3.33 2.89 -0.49
C 2.89 1.50 -0.16
C 3.24 0.39 -1.11
O 2.24 1.26 0.85
H 4.40 2.90 -0.68
H 3.07 3.58 0.31
H 2.84 3.19 -1.42
H 3.67 0.76 -2.04
H 2.34 -0.19 -1.30
H 3.96 -0.27 -0.62
N -6.97 -0.69 0.92
C -5.86 -0.42 0.93
C -4.46 -0.08 0.92
C -3.87 0.48 2.05
C -2.51 0.77 2.04
C -1.74 0.49 0.92
C -2.34 -0.02 -0.22
C -3.70 -0.32 -0.22
H -4.47 0.69 2.92
H -2.09 1.25 2.92
H -1.76 -0.19 -1.12
H -4.17 -0.73 -1.11
O 0.18 3.48 -2.81
C -0.04 4.46 -1.92
C -0.08 5.77 -2.41
C -0.28 6.82 -1.54
C -0.45 6.61 -0.17
C -0.41 5.32 0.32
C -0.21 4.24 -0.54
C -0.15 2.89 0.01
O -0.17 2.66 1.26
O -0.03 1.85 -0.73
H 0.10 2.62 -2.36
H 0.06 5.93 -3.47
H -0.31 7.83 -1.93
H -0.62 7.44 0.50
H -0.54 5.12 1.37
O 0.53 -0.91 0.08
S 0.04 -2.22 0.73
C 1.45 -3.28 0.68
C 2.26 -3.37 -0.45
C 3.35 -4.21 -0.42
C 3.62 -4.97 0.71
C 2.81 -4.88 1.83
C 1.72 -4.02 1.82
C -0.98 -2.97 -0.52
C -0.84 -2.65 -1.86
C -1.67 -3.26 -2.78
C -2.64 -4.17 -2.36
C -2.78 -4.47 -1.02
C -1.95 -3.87 -0.08
H 2.03 -2.78 -1.33
H 3.99 -4.29 -1.30
H 4.47 -5.64 0.71
H 3.03 -5.47 2.71
H 1.09 -3.93 2.70
H -0.10 -1.92 -2.17
H -1.58 -3.02 -3.83
H -3.29 -4.63 -3.09
H -3.54 -5.17 -0.69
H -2.06 -4.08 0.98
N 1.47 -0.71 2.89
N 0.37 0.19 2.73
H 1.77 -0.72 3.86
H 2.23 -0.36 2.31
H 0.47 1.04 3.29
H -0.47 -0.29 3.05
*
```

Let us look at the Mulliken charges, expressed in e, one per atom: 0.072 -1.461 0.854 -0.517 -0.644 0.460 0.334 0.326 0.429 -0.252 0.377 -0.509 -0.171 0.464 -0.949 -0.429 0.726 -0.090 -0.770 0.498 0.534 0.668 0.519 -0.686 0.420 -0.715 -0.321 -0.807 -0.483 0.212 1.465 -0.776 -0.999 0.493 0.474 0.406 0.432 0.471 0.042 0.010 0.769 -0.087 -0.931 -0.464 -0.739 -0.453 0.956 -0.168 -0.882 -0.564 -0.758 -0.380 0.330 0.440 0.424 0.427 0.401 0.203 0.459 0.433 0.448 0.458 -0.468 -0.126 0.290 0.164 0.341 0.371